Record 1
{
  "formula": "C3H4BrF",
  "method": "the ωB97M-V functional and the def2-TZVPD basis",
  "charge": 0,
  "orbital_gap_ev": [9.0, 8.2],
  "fmax_ha_per_bohr": 0.0561,
  "multiplicity": 1,
  "relative_energy_ev": 4.623,
  "lumo_ev": [-0.088, -0.243],
  "symbols": ["C", "C", "C", "F", "Br", "H", "H", "H", "H"],
  "xyz": [[1.33, 0.79, 0.98], [0.13, 0.43, 0.64], [-0.91, -0.72, -1.41], [-1.02, 0.56, 1.29], [-1.78, -2.25, -0.80], [1.25, 1.21, 2.02], [2.25, 0.65, 0.39], [-1.42, 0.04, -1.95], [0.17, -0.71, -1.18]]
}

Record 2
{
  "formula": "C41H39CrI2N10O2Sb",
  "method": "the ωB97M-V functional and the def2-TZVPD basis",
  "charge": 3,
  "orbital_gap_ev": [5.2, 5.1],
  "fmax_ha_per_bohr": 0.0090,
  "s2": 3.785,
  "multiplicity": 4,
  "relative_energy_ev": 0.000,
  "lumo_ev": [-9.119, -9.225],
  "symbols": ["Cr", "O", "C", "C", "C", "C", "N", "C", "C", "C", "C", "C", "C", "O", "C", "C", "N", "H", "H", "H", "H", "H", "H", "H", "H", "H", "H", "H", "H", "N", "C", "C", "C", "C", "C", "N", "C", "C", "C", "C", "C", "N", "H", "H", "H", "H", "H", "H", "H", "H", "H", "C", "C", "C", "C", "C", "C", "Sb", "C", "C", "C", "C", "C", "C", "C", "C", "C", "C", "C", "C", "H", "H", "H", "H", "H", "H", "H", "H", "H", "H", "H", "H", "H", "H", "H", "N", "N", "N", "C", "N", "N", "H", "H", "H", "I", "I"],
  "xyz": [[0.83, -0.78, -0.57], [-0.72, -2.98, 5.68], [-1.77, -2.52, 4.87], [-1.21, -2.19, 3.52], [-2.00, -1.54, 2.57], [-1.43, -1.20, 1.36], [-0.15, -1.46, 1.07], [0.60, -2.16, 1.96], [0.10, -2.52, 3.19], [1.96, -2.48, 1.48], [2.87, -3.20, 2.22], [4.10, -3.53, 1.66], [5.11, -4.33, 2.43], [4.63, -4.49, 3.75], [4.37, -3.11, 0.36], [3.42, -2.37, -0.31], [2.24, -2.04, 0.23], [-1.05, -3.25, 6.54], [-2.25, -1.63, 5.28], [-2.55, -3.29, 4.74], [-3.03, -1.28, 2.77], [-2.01, -0.69, 0.60], [0.70, -3.05, 3.91], [2.65, -3.53, 3.22], [6.07, -3.81, 2.40], [5.23, -5.30, 1.93], [5.28, -4.97, 4.28], [5.30, -3.35, -0.13], [3.61, -2.01, -1.32], [2.80, 1.73, -1.44], [2.51, 1.71, -0.09], [3.13, 2.70, 0.68], [2.89, 2.77, 2.02], [2.00, 1.87, 2.59], [1.41, 0.94, 1.78], [1.66, 0.81, 0.45], [2.66, 0.80, -2.46], [3.28, 1.12, -3.67], [3.20, 0.25, -4.73], [2.50, -0.95, -4.55], [1.92, -1.19, -3.34], [1.97, -0.33, -2.28], [3.37, 2.51, -1.71], [3.81, 3.39, 0.19], [3.38, 3.53, 2.62], [1.75, 1.89, 3.64], [0.69, 0.26, 2.20], [3.81, 2.06, -3.76], [3.67, 0.49, -5.67], [2.43, -1.68, -5.34], [1.40, -2.12, -3.17], [-0.69, 6.98, 0.64], [0.15, 6.17, 1.39], [-0.21, 4.86, 1.66], [-1.43, 4.35, 1.20], [-2.26, 5.16, 0.43], [-1.88, 6.47, 0.16], [-1.91, 2.30, 1.59], [-3.94, 2.27, 0.98], [-4.35, 1.32, 0.05], [-5.67, 1.25, -0.37], [-6.60, 2.14, 0.16], [-6.21, 3.09, 1.09], [-4.89, 3.15, 1.50], [-2.22, 2.28, 3.70], [-1.34, 2.90, 4.58], [-1.52, 2.79, 5.95], [-2.59, 2.06, 6.46], [-3.48, 1.44, 5.59], [-3.29, 1.55, 4.21], [-0.41, 8.00, 0.44], [1.08, 6.56, 1.78], [0.45, 4.24, 2.26], [-3.20, 4.79, 0.06], [-2.54, 7.10, -0.43], [-3.63, 0.61, -0.36], [-5.98, 0.50, -1.09], [-7.64, 2.09, -0.16], [-6.94, 3.78, 1.50], [-4.59, 3.90, 2.24], [-0.52, 3.50, 4.21], [-0.84, 3.29, 6.63], [-2.74, 1.99, 7.53], [-4.33, 0.89, 5.98], [-4.02, 1.10, 3.54], [-3.34, 0.71, -3.47], [-2.21, 0.84, -2.72], [-1.71, 2.02, -2.43], [-0.73, 1.70, -1.60], [-0.67, 0.37, -1.41], [-1.63, -0.17, -2.16], [-3.46, 1.53, -4.05], [-3.34, -0.16, -3.99], [-0.11, 2.43, -1.11], [-0.67, -3.08, -1.69], [0.36, -5.18, -0.46]]
}

Record 3
{
  "formula": "C2H3ClS",
  "method": "the ωB97M-V functional and the def2-TZVPD basis",
  "charge": 0,
  "orbital_gap_ev": 8.7,
  "fmax_ha_per_bohr": 0.0602,
  "multiplicity": 1,
  "relative_energy_ev": 3.864,
  "lumo_ev": -0.414,
  "symbols": ["C", "C", "S", "Cl", "H", "H", "H"],
  "xyz": [[-0.79, 0.61, -0.73], [0.49, 0.94, 0.10], [-1.15, 1.77, 0.30], [1.78, 1.81, -0.57], [-0.40, -2.28, 0.12], [-0.61, -3.02, -0.06], [0.69, 0.16, 0.85]]
}

Record 4
{
  "formula": "C28H78N2O16",
  "method": "the ωB97M-V functional and the def2-TZVPD basis",
  "charge": 0,
  "orbital_gap_ev": 8.4,
  "fmax_ha_per_bohr": 0.2664,
  "multiplicity": 1,
  "relative_energy_ev": 1.065,
  "lumo_ev": 0.127,
  "symbols": ["C", "O", "C", "C", "N", "C", "C", "O", "C", "H", "H", "H", "H", "H", "H", "H", "H", "H", "H", "H", "H", "H", "H", "H", "C", "O", "C", "C", "N", "C", "C", "O", "C", "H", "H", "H", "H", "H", "H", "H", "H", "H", "H", "H", "H", "H", "H", "H", "O", "C", "C", "O", "H", "H", "H", "H", "H", "H", "O", "C", "C", "O", "H", "H", "H", "H", "H", "H", "O", "C", "C", "O", "H", "H", "H", "H", "H", "H", "O", "C", "C", "O", "H", "H", "H", "H", "H", "H", "C", "C", "O", "H", "H", "H", "H", "H", "H", "C", "C", "O", "H", "H", "H", "H", "H", "H", "C", "C", "O", "H", "H", "H", "H", "H", "H", "C", "C", "O", "H", "H", "H", "H", "H", "H"],
  "xyz": [[-3.24, 30.07, -12.61], [-3.52, 28.70, -12.77], [-2.60, 27.87, -12.13], [-3.20, 27.31, -10.82], [-2.14, 26.56, -10.10], [-2.66, 25.60, -9.14], [-3.47, 26.18, -8.04], [-3.65, 25.51, -7.08], [-4.47, 24.43, -7.25], [-4.16, 30.59, -12.84], [-2.39, 30.36, -13.21], [-2.88, 30.46, -11.61], [-1.76, 28.50, -11.84], [-2.14, 27.05, -12.72], [-3.95, 26.60, -11.05], [-3.55, 28.03, -10.05], [-1.46, 27.20, -9.67], [-1.79, 25.14, -8.71], [-3.20, 24.82, -9.67], [-4.36, 26.72, -8.43], [-2.87, 27.10, -7.70], [-4.58, 23.90, -6.30], [-4.13, 23.66, -7.94], [-5.43, 24.85, -7.43], [1.82, 27.79, -17.62], [1.74, 26.40, -17.41], [2.81, 25.80, -16.69], [2.67, 24.28, -16.92], [3.39, 23.57, -15.86], [3.08, 22.14, -15.84], [1.72, 21.80, -15.33], [1.43, 20.61, -15.28], [0.32, 20.42, -14.48], [2.70, 28.04, -18.36], [2.07, 28.23, -16.65], [1.02, 28.25, -18.16], [2.64, 25.87, -15.60], [3.90, 26.08, -16.93], [2.94, 24.00, -17.95], [1.75, 23.93, -16.92], [3.12, 23.95, -14.91], [3.82, 21.53, -15.24], [3.24, 21.76, -16.81], [0.89, 22.44, -15.75], [1.88, 22.18, -14.30], [-0.44, 21.09, -14.66], [0.59, 20.57, -13.40], [0.13, 19.39, -14.66], [2.75, 24.56, -13.36], [3.84, 25.49, -13.25], [4.31, 25.24, -11.92], [5.26, 26.33, -11.75], [2.02, 24.99, -12.88], [4.65, 25.20, -13.95], [3.43, 26.53, -13.28], [4.69, 24.21, -11.97], [3.58, 25.27, -11.09], [6.13, 25.85, -11.94], [-0.94, 26.15, -17.22], [-1.35, 25.30, -16.17], [-1.77, 23.99, -16.65], [-0.74, 23.40, -17.48], [0.05, 26.07, -17.18], [-0.59, 25.24, -15.47], [-2.19, 25.77, -15.67], [-2.68, 24.02, -17.18], [-2.12, 23.51, -15.76], [-1.17, 22.69, -17.98], [5.30, 28.10, -16.48], [5.49, 28.16, -15.16], [4.40, 28.80, -14.46], [4.65, 28.91, -13.11], [6.11, 27.91, -16.90], [5.75, 27.13, -14.96], [6.34, 28.75, -15.06], [3.44, 28.28, -14.68], [4.03, 29.78, -14.94], [4.86, 28.06, -12.82], [3.18, 31.16, -11.45], [1.91, 31.07, -12.11], [0.79, 31.15, -11.14], [-0.37, 30.54, -11.66], [3.82, 30.52, -11.82], [1.77, 31.98, -12.69], [1.87, 30.22, -12.75], [0.63, 32.17, -10.72], [1.04, 30.52, -10.24], [-0.12, 29.80, -12.18], [-0.07, 23.75, -13.35], [-0.39, 25.02, -12.73], [0.72, 25.70, -12.19], [-0.92, 23.23, -13.69], [0.25, 23.08, -12.54], [0.70, 23.76, -14.18], [-1.09, 24.86, -12.01], [-0.98, 25.66, -13.40], [0.72, 25.78, -11.24], [2.17, 27.79, -10.22], [2.14, 26.77, -9.24], [1.19, 25.82, -9.54], [1.28, 28.36, -10.42], [2.47, 27.41, -11.12], [2.96, 28.51, -10.16], [1.99, 27.21, -8.23], [3.14, 26.26, -9.22], [1.15, 25.29, -8.76], [-0.15, 29.35, -14.82], [0.19, 28.05, -14.37], [0.54, 28.20, -13.00], [-1.29, 29.44, -14.66], [0.01, 29.57, -15.86], [0.39, 30.14, -14.43], [0.99, 27.55, -14.92], [-0.64, 27.33, -14.53], [0.97, 27.40, -12.76], [-3.49, 28.74, -16.69], [-3.63, 27.91, -17.83], [-2.50, 27.85, -18.66], [-2.95, 28.15, -15.90], [-4.51, 29.04, -16.35], [-2.85, 29.56, -16.94], [-4.59, 28.16, -18.33], [-3.73, 26.90, -17.50], [-1.72, 27.57, -18.17]]
}

Record 5
{
  "formula": "C6H10O",
  "method": "the ωB97M-V functional and the def2-TZVPD basis",
  "charge": 0,
  "orbital_gap_ev": 10.4,
  "fmax_ha_per_bohr": 0.0077,
  "multiplicity": 1,
  "relative_energy_ev": 1.836,
  "lumo_ev": 1.119,
  "symbols": ["C", "O", "C", "C", "C", "C", "C", "H", "H", "H", "H", "H", "H", "H", "H", "H", "H"],
  "xyz": [[2.37, 0.01, 0.51], [1.06, -0.37, 0.88], [0.37, -0.88, -0.21], [-0.39, -0.03, -1.17], [-1.06, 1.15, -0.47], [-1.68, 0.19, 0.57], [-1.10, -1.00, -0.20], [2.84, 0.46, 1.39], [2.36, 0.74, -0.31], [2.95, -0.86, 0.19], [0.88, -1.72, -0.69], [-0.16, -0.12, -2.22], [-1.84, 1.61, -1.08], [-0.40, 1.95, -0.12], [-2.77, 0.21, 0.62], [-1.27, 0.29, 1.58], [-1.61, -1.93, -0.39]]
}

Record 6
{
  "formula": "C26H32N3O2",
  "method": "the ωB97M-V functional and the def2-TZVPD basis",
  "charge": 1,
  "orbital_gap_ev": 5.9,
  "fmax_ha_per_bohr": 0.0507,
  "multiplicity": 1,
  "relative_energy_ev": 0.000,
  "lumo_ev": -4.588,
  "symbols": ["C", "N", "C", "C", "C", "C", "C", "C", "C", "N", "C", "C", "C", "C", "C", "C", "C", "C", "C", "C", "C", "C", "C", "C", "H", "H", "H", "H", "H", "H", "H", "H", "H", "H", "H", "H", "H", "H", "H", "H", "H", "H", "H", "H", "H", "H", "H", "C", "C", "O", "C", "C", "N", "O", "H", "H", "H", "H", "H", "H", "H", "H", "H"],
  "xyz": [[-4.58, -2.07, -3.95], [-3.89, -1.27, -2.96], [-3.61, -1.69, -1.70], [-3.06, -0.62, -0.96], [-2.90, -0.56, 0.44], [-1.97, 0.28, 1.15], [-0.86, 0.92, 0.54], [-0.15, 1.92, 1.19], [-0.49, 2.25, 2.54], [0.12, 3.30, 3.16], [1.29, 3.95, 2.60], [1.20, 4.04, 1.09], [0.93, 2.66, 0.48], [-0.07, 3.54, 4.58], [-1.50, 3.25, 5.01], [-1.90, 1.83, 4.61], [-1.50, 1.51, 3.21], [-2.14, 0.48, 2.54], [-2.97, 0.51, -1.88], [-2.75, 1.87, -1.69], [-2.99, 2.76, -2.75], [-3.51, 2.30, -3.97], [-3.79, 0.93, -4.17], [-3.50, 0.07, -3.12], [-4.78, -1.46, -4.83], [-3.97, -2.94, -4.24], [-5.52, -2.46, -3.54], [-3.83, -2.69, -1.36], [-3.43, -1.31, 1.05], [-0.58, 0.66, -0.48], [1.36, 4.95, 3.05], [2.20, 3.40, 2.88], [0.39, 4.73, 0.81], [2.14, 4.45, 0.70], [1.86, 2.07, 0.50], [0.66, 2.78, -0.58], [0.62, 2.91, 5.17], [0.19, 4.58, 4.78], [-1.59, 3.37, 6.09], [-2.18, 3.97, 4.53], [-1.44, 1.11, 5.30], [-2.98, 1.71, 4.71], [-2.84, -0.16, 3.08], [-2.41, 2.24, -0.72], [-2.79, 3.82, -2.60], [-3.69, 3.01, -4.77], [-4.22, 0.55, -5.09], [-8.49, 4.82, 2.46], [-8.40, 3.35, 2.75], [-7.03, 2.94, 2.50], [-6.92, 1.60, 2.39], [-5.49, 1.13, 2.21], [-5.30, 0.89, 0.82], [-7.85, 0.82, 2.43], [-9.48, 5.18, 2.74], [-7.75, 5.40, 3.01], [-8.37, 5.01, 1.39], [-8.64, 3.13, 3.80], [-9.09, 2.78, 2.11], [-4.82, 1.92, 2.58], [-5.42, 0.23, 2.84], [-4.44, 0.39, 0.66], [-6.08, 0.36, 0.43]]
}